ORCA calculation (the ωB97M-V functional and the def2-TZVPD basis) on a cluster of 2 separate species, C4H9NO in total.

Geometry as XYZ:
```
15
Properties=species:S:1:pos:R:3:lowdin_charge:R:1
C 1.28 0.92 1.30 -0.044
N 1.18 0.22 0.25 -0.031
C -0.07 -0.25 -0.19 -0.177
C -1.11 -0.47 0.60 -0.161
C -2.41 -0.97 0.12 -0.115
H 0.38 1.30 1.80 0.077
H 2.26 1.15 1.70 0.067
H -0.11 -0.53 -1.23 0.105
H -0.99 -0.37 1.68 0.101
H -2.55 -1.12 -0.95 0.079
H -3.20 -0.27 0.35 0.065
H -2.74 -1.90 0.59 0.076
O 2.71 1.04 -2.29 -0.070
H 2.30 0.18 -2.32 0.015
H 3.08 1.07 -1.40 0.013
```

Values from the calculation:
Charge: 0
LUMO energy (eV): 0.64
Relative energy (zero: lowest compared OMol25 entry of this formula, charge and spin) (kcal/mol): 53.3
Kohn-Sham gap (eV): 9.800
SMILES: C=N/C=C/C.O
Highest occupied orbital energy (eV): -9.159

ORCA calculation (the ωB97M-V functional and the def2-TZVPD basis) on a structure of composition C7H11AlCl2N.

Geometry as XYZ:
```
22
Properties=species:S:1:pos:R:3:lowdin_charge:R:1
Al 5.19 0.63 0.49 0.119
C 3.11 0.59 0.43 -0.337
C 2.34 -0.84 0.36 -0.105
C 0.70 -1.08 0.36 -0.070
C -0.11 0.39 0.39 -0.096
C 0.84 1.71 0.42 -0.171
N 2.32 1.86 0.46 -0.055
H 5.83 0.55 -0.96 -0.182
H 5.57 2.03 1.19 -0.167
H 5.61 -0.61 1.42 -0.167
H 3.02 -1.81 0.36 0.066
H 0.17 -2.12 0.33 0.054
H -1.29 0.45 0.39 0.000
H 0.24 2.74 0.40 0.078
Cl -3.77 0.07 1.21 0.550
C -4.18 0.17 -0.52 -0.662
C -4.38 -1.20 -1.14 -0.667
Cl -2.85 -2.12 -1.24 0.541
H -3.39 0.73 -1.02 0.069
H -5.11 0.74 -0.59 0.068
H -4.75 -1.10 -2.16 0.068
H -5.10 -1.81 -0.57 0.066
```

Values from the calculation:
Charge: -1
LUMO energy (eV): 2.29
Kohn-Sham gap (eV): 6.988
Highest occupied orbital energy (eV): -4.700

ORCA calculation (the ωB97M-V functional and the def2-TZVPD basis) on the molecule C5H9N3OS.

Geometry as XYZ:
```
19
Properties=species:S:1:pos:R:3:lowdin_charge:R:1
C 0.99 -0.54 1.51 -0.053
C 0.51 0.25 0.34 -0.526
C 0.29 -0.61 -0.92 -0.034
C 1.65 1.21 0.01 0.073
N 2.40 2.07 0.28 -0.118
O 3.12 3.03 0.33 0.025
N -0.78 0.94 0.65 0.039
C -1.85 1.33 -0.09 -0.994
N -1.78 1.63 -1.39 0.053
S -3.33 1.24 0.64 0.592
H 1.97 -1.07 1.26 0.125
H 0.15 -1.24 1.82 0.120
H 1.11 0.09 2.41 0.101
H 1.00 -0.37 -1.77 0.095
H -0.80 -0.44 -1.37 0.115
H 0.54 -1.61 -0.55 0.073
H -0.96 0.76 1.57 0.063
H -0.91 1.60 -1.93 0.110
H -2.73 1.92 -1.82 0.140
```

Values from the calculation:
Charge: 0
LUMO energy (eV): 0.33
Relative energy (zero: lowest compared OMol25 entry of this formula, charge and spin) (kcal/mol): 60.6
Kohn-Sham gap (eV): 8.716
SMILES: CC(C)(C#[N+][O-])NC(N)=S
Highest occupied orbital energy (eV): -8.386

ORCA calculation (the ωB97M-V functional and the def2-TZVPD basis) on the molecule C4H4N2S.

Geometry as XYZ:
```
11
Properties=species:S:1:pos:R:3:lowdin_charge:R:1
N -1.22 2.15 -1.22 0.178
C -0.63 1.35 -0.60 -0.233
C 0.08 0.39 0.19 -0.846
S 0.20 0.51 1.80 0.752
N 0.63 -0.61 -0.57 -0.102
C -0.09 -1.54 -1.45 -0.066
C 0.66 -2.00 -0.24 -0.105
H 0.31 -1.67 -2.46 0.112
H -1.14 -1.55 -1.46 0.098
H 0.07 -2.32 0.63 0.114
H 1.57 -2.52 -0.42 0.099
```

Values from the calculation:
Charge: 0
LUMO energy (eV): -0.97
Relative energy (zero: lowest compared OMol25 entry of this formula, charge and spin) (kcal/mol): 51.2
Kohn-Sham gap (eV): 8.451
SMILES: N#CC(=S)N1CC1
Highest occupied orbital energy (eV): -9.422

ORCA calculation (the ωB97M-V functional and the def2-TZVPD basis) on a structure of composition C21H45LaOP3Se.

Geometry as XYZ:
```
72
Properties=species:S:1:pos:R:3:lowdin_charge:R:1
La -0.02 -0.09 0.99 1.172
P -2.24 -0.19 0.38 0.688
P 0.15 -2.40 0.74 0.639
P -0.02 2.20 0.69 0.640
H 1.58 -0.96 -1.21 0.074
C 1.47 -0.06 -0.60 -0.309
C 2.12 -0.02 0.70 -0.237
H 2.69 -0.89 1.03 0.089
C -2.70 -0.24 -1.42 -0.195
C -3.31 -1.60 0.94 -0.185
C -3.44 1.14 0.89 -0.185
C 1.83 -3.16 0.73 -0.205
C -0.65 -3.62 1.88 -0.191
C -0.44 -3.07 -0.88 -0.210
C 1.60 3.09 0.64 -0.203
C -0.89 3.37 1.84 -0.198
C -0.68 2.82 -0.93 -0.204
H 1.51 0.83 -1.24 0.084
H 2.62 0.90 1.01 0.088
H -3.78 -0.28 -1.58 0.094
H -2.23 -1.10 -1.90 0.030
H -2.31 0.66 -1.92 0.030
H -4.34 -1.47 0.59 0.091
H -3.31 -1.64 2.04 0.069
H -2.94 -2.56 0.57 0.040
H -4.45 0.90 0.55 0.092
H -3.15 2.11 0.47 0.041
H -3.44 1.22 1.98 0.059
H 1.75 -4.24 0.56 0.085
H 2.33 -2.99 1.69 0.065
H 2.45 -2.72 -0.06 0.061
H -0.73 -4.60 1.39 0.083
H -1.64 -3.29 2.20 0.030
H -0.02 -3.74 2.77 0.063
H -0.16 -4.12 -1.00 0.083
H 0.01 -2.48 -1.69 0.045
H -1.53 -2.98 -0.96 0.034
H 1.43 4.15 0.44 0.083
H 2.24 2.68 -0.14 0.062
H 2.12 2.99 1.60 0.066
H -0.85 4.39 1.45 0.087
H -0.41 3.34 2.81 0.048
H -1.94 3.08 1.97 0.031
H -0.52 3.90 -1.04 0.084
H -1.75 2.62 -1.00 0.032
H -0.18 2.28 -1.74 0.052
C 0.90 0.01 -5.50 -0.599
C 1.99 -0.18 -4.64 -0.152
C 3.28 -0.12 -5.15 -0.083
C 3.51 0.12 -6.50 -0.059
C 2.42 0.31 -7.36 -0.050
C 1.12 0.25 -6.86 -0.116
Se -0.92 -0.06 -4.89 0.875
H -0.56 -0.33 -3.49 -0.229
H 1.82 -0.37 -3.59 0.053
H 4.12 -0.27 -4.47 0.105
H 4.52 0.16 -6.89 0.117
H 2.58 0.50 -8.41 0.122
H 0.28 0.40 -7.54 0.110
C -0.02 1.40 4.88 -0.144
C 0.72 0.19 5.35 -0.129
C 0.79 -0.55 4.03 -0.206
O -0.46 -0.37 3.39 -0.306
C -1.08 0.72 4.03 -0.202
H -0.43 2.06 5.68 0.162
H 0.66 2.00 4.24 0.120
H 0.07 -0.38 6.05 0.156
H 1.70 0.39 5.82 0.159
H 1.57 -0.09 3.39 0.112
H 1.03 -1.63 4.18 0.152
H -1.88 0.31 4.69 0.163
H -1.58 1.40 3.32 0.080
```

Values from the calculation:
Charge: +3
LUMO energy (alpha / beta) (eV): -12.04 / -12.04
Relative energy (zero: lowest compared OMol25 entry of this formula, charge and spin) (kcal/mol): 352.1
Kohn-Sham gap (alpha / beta) (eV): 2.507 / 2.507
Highest occupied orbital energy (alpha / beta) (eV): -14.549 / -14.549

ORCA calculation (the ωB97M-V functional and the def2-TZVPD basis) on the molecule C9H13O6.

Geometry as XYZ:
```
28
Properties=species:S:1:pos:R:3:lowdin_charge:R:1
O 0.45 -2.12 -0.82 -0.071
O 1.68 -2.06 -0.36 0.034
C -2.40 -3.14 -2.17 -0.072
C -2.32 -2.16 -1.00 -0.158
C -1.34 -1.03 -1.26 -0.303
O -1.31 -0.40 -2.30 0.134
C -0.23 -0.92 -0.27 -0.105
C 0.58 0.45 -0.28 -0.304
C 0.30 1.30 0.95 -0.166
C 1.45 1.96 1.73 -0.382
O 0.72 0.81 2.21 0.025
C 1.26 3.25 2.48 0.001
C 2.81 1.71 1.22 -0.229
O 3.76 2.46 1.18 0.186
O 0.39 1.17 -1.43 -0.005
H -3.15 -3.91 -1.96 0.082
H -2.65 -2.62 -3.10 0.081
H -1.40 -3.54 -2.30 0.079
H -3.30 -1.70 -0.84 0.134
H -2.02 -2.63 -0.05 0.117
H -0.54 -1.22 0.73 0.160
H 1.63 0.25 -0.26 0.105
H -0.61 1.93 0.87 0.165
H 1.68 4.12 1.95 0.098
H 0.19 3.42 2.64 0.088
H 1.75 3.30 3.47 0.098
H 2.96 0.67 0.94 0.153
H -0.31 0.66 -1.96 0.055
```

Values from the calculation:
Charge: 0
LUMO energy (alpha / beta) (eV): 0.02 / -2.58
Relative energy (zero: lowest compared OMol25 entry of this formula, charge and spin) (kcal/mol): 58.6
⟨S²⟩: 3.7617
Kohn-Sham gap (alpha / beta) (eV): 6.394 / 7.411
Spin multiplicity: 4
Highest occupied orbital energy (alpha / beta) (eV): -6.374 / -9.990

ORCA calculation (the ωB97M-V functional and the def2-TZVPD basis) on the molecule C3H5N3.

Geometry as XYZ:
```
11
Properties=species:S:1:pos:R:3:lowdin_charge:R:1
H -1.12 1.00 2.16 0.040
N -1.24 1.18 1.16 0.111
C -0.42 0.43 0.50 -0.474
C 0.71 -0.48 0.88 -0.087
C 1.01 -1.04 -0.50 -0.198
N 0.32 -0.57 -1.42 0.004
N -0.37 0.51 -0.90 -0.032
H 1.66 0.21 1.12 0.167
H 0.49 -1.19 1.72 0.126
H 1.69 -1.81 -0.82 0.099
H -1.49 0.55 -1.39 0.243
```

Values from the calculation:
Charge: 0
LUMO energy (eV): 0.82
Relative energy (zero: lowest compared OMol25 entry of this formula, charge and spin) (kcal/mol): 53.6
Kohn-Sham gap (eV): 9.848
SMILES: [H]/N=C1\CC=NN1
Highest occupied orbital energy (eV): -9.032

ORCA calculation (the ωB97M-V functional and the def2-TZVPD basis) on a structure of composition C5H12FeN2O2.

Geometry as XYZ:
```
22
Properties=species:S:1:pos:R:3:lowdin_charge:R:1
Fe -0.64 0.20 -1.60 0.605
C 0.07 0.15 -3.36 -0.302
H 1.15 0.34 -2.93 0.048
H -0.05 -0.83 -3.85 0.005
H -0.24 0.98 -3.97 -0.010
H -1.79 0.16 -2.89 0.090
H -2.14 -0.05 -2.14 0.053
C 0.54 -1.41 2.22 -0.008
C 0.22 -0.59 1.03 -0.275
N 0.02 -1.15 -0.14 -0.057
O 0.12 -2.57 -0.02 -0.070
C 0.11 0.86 1.09 -0.287
C 0.26 1.69 2.30 -0.049
N -0.15 1.45 -0.09 -0.214
O -0.23 2.73 -0.17 -0.132
H 0.67 -2.43 1.90 0.064
H -0.27 -1.37 2.96 0.107
H 1.50 -1.05 2.63 0.103
H -0.02 -2.94 -0.89 0.085
H 1.03 2.44 2.15 0.085
H -0.66 2.24 2.55 0.088
H 0.52 1.15 3.21 0.069
```

Values from the calculation:
Charge: 0
LUMO energy (alpha / beta) (eV): 0.31 / -0.35
Relative energy (zero: lowest compared OMol25 entry of this formula, charge and spin) (kcal/mol): 17.0
⟨S²⟩: 6.0244
Kohn-Sham gap (alpha / beta) (eV): 8.140 / 7.441
Spin multiplicity: 5
Highest occupied orbital energy (alpha / beta) (eV): -7.829 / -7.789

Which electronic energy belongs to each record? In order, -287.74745; -1490.69535; -833.49361; -662.44404; -4357.95698; -801.81806; -281.50471; -1721.16733 Eh.
Which maximum force belongs to each record? In order, 1.30; 6.03; 3.23; 2.83; 14.50; 5.35; 6.39; 2.89 eV/A.